w) C5H11NO2 | ωB97M-V with the def2-TZVPD basis set

```
19
Properties=species:S:1:pos:R:3
C -0.967 -0.917 2.516
N 0.263 -1.261 1.832
C 0.813 -0.714 0.718
O 1.941 -1.057 0.383
C 0.082 0.404 0.007
C 0.225 0.294 -1.515
C -0.538 1.406 -2.275
O 1.574 0.381 -1.928
H -0.763 -0.819 3.571
H -1.668 -1.759 2.496
H -1.364 -0.018 2.076
H 0.867 -1.921 2.296
H 0.544 1.355 0.265
H -0.974 0.458 0.229
H -0.189 -0.657 -1.873
H 0.249 2.119 -2.556
H -0.947 0.985 -3.184
H -1.231 1.978 -1.651
H 2.084 -0.257 -1.407
```

Structure (SMILES): CNC(=O)C[C@@H](C)O
Orbital gap (eV): 10.60

***

x) C5H11NO2 | ωB97M-V with the def2-TZVPD basis set

```
19
Properties=species:S:1:pos:R:3
C 0.580 0.783 -0.877
C 0.247 -0.246 0.214
C -0.919 0.327 1.070
C -1.836 1.426 0.602
O -1.455 2.569 0.570
N 1.251 -0.692 1.059
C 2.103 -1.617 0.388
O -1.947 -0.072 -1.300
H -0.342 1.052 -1.387
H 1.371 0.478 -1.581
H 1.134 1.600 -0.379
H -0.264 -1.096 -0.332
H -1.523 -0.514 1.385
H -0.355 0.812 1.874
H -2.773 1.093 0.133
H 1.598 -2.538 0.086
H 2.623 -1.138 -0.463
H 2.982 -1.895 0.998
H -2.476 -0.333 -2.059
```

Orbital gap (eV): 4.46

***

y) C5H11NO2 | ωB97M-V with the def2-TZVPD basis set

```
19
Properties=species:S:1:pos:R:3
C 3.292 -0.070 -0.031
C 1.946 -0.508 -0.535
O 1.535 -1.635 -0.524
O 1.209 0.515 -1.008
H 3.633 0.788 -0.607
H 4.013 -0.876 -0.115
H 3.214 0.208 1.019
H 0.392 0.097 -1.269
C -2.761 -0.957 -0.549
C -1.884 -0.333 0.246
N -2.213 0.701 1.117
C -1.291 1.821 1.169
H -3.793 -0.629 -0.567
H -2.450 -1.798 -1.144
H -0.862 -0.673 0.326
H -3.160 1.004 0.994
H -1.540 2.457 2.019
H -0.265 1.488 1.303
H -1.327 2.445 0.268
```

Structure (SMILES): CC(=O)O.C=CNC
Orbital gap (eV): 9.09

***

z) C5H11NO2 | ωB97M-V with the def2-TZVPD basis set

```
19
Properties=species:S:1:pos:R:3
C 1.158 -1.399 -0.097
C 0.098 -0.367 0.213
O -0.606 -0.503 1.256
C 0.359 1.069 -0.256
C 1.552 1.663 0.504
O -0.804 1.849 -0.080
H 1.578 -1.256 -1.092
H 0.735 -2.399 -0.003
H 1.964 -1.313 0.635
H 0.575 1.070 -1.329
H 2.473 1.126 0.279
H 1.679 2.703 0.211
H 1.370 1.617 1.578
H -1.200 1.578 0.762
C -2.292 -1.160 -0.925
N -2.779 -1.278 0.191
H -2.770 -1.282 -1.888
H -1.124 -0.771 -0.895
H -1.967 -0.948 0.937
```

Structure (SMILES): CC(=O)[C@H](C)O.C=N
Orbital gap (eV): 10.07

***

The energetic minimum among the shown structures is w); the next structure lies 13.4 kcal/mol above.